# 1
ORCA calculation (the ωB97M-V functional and the def2-TZVPD basis) on one molecule with the formula C5H9NS.

```
! wB97M-V def2-TZVPD RIJCOSX def2/J DEFGRID3
* xyz 0 1
C -0.12 -0.06 1.52
C -0.39 0.31 0.06
C 0.55 -0.47 -0.88
C -1.80 0.07 -0.26
C -2.97 -0.03 -0.58
H -0.81 0.41 2.17
H -0.21 -1.13 1.66
H 0.86 0.25 1.90
H 1.31 1.95 -0.11
H 0.28 -1.55 -0.92
H 0.38 -0.14 -1.88
H 2.62 -0.14 -1.23
H 2.31 -0.91 0.18
H -3.91 -0.44 -0.88
N 1.93 -0.27 -0.50
S -0.04 2.15 -0.23
*
```

Computed properties:
- HOMO-LUMO gap (eV) = 9.76
- molecular weight (g mol⁻¹) = 115.2
- SMILES = C#C[C@](C)(S)CN
- relative energy (zero: lowest compared OMol25 entry of this formula, charge and spin) (eV) = 2.0196
- HOMO energy (eV) = -8.925

# 2
ORCA calculation (the ωB97M-V functional and the def2-TZVPD basis) on one molecule with the formula C5H9NS.

```
! wB97M-V def2-TZVPD RIJCOSX def2/J DEFGRID3
* xyz 0 1
C -0.04 -0.17 -2.41
C -1.36 -0.52 -2.09
C 0.71 0.52 2.52
C 0.84 0.48 0.98
C -0.07 -0.43 0.28
N -2.18 -0.40 -1.02
S -1.65 0.23 0.30
H -0.05 -0.34 -3.43
H -2.03 -0.61 -3.05
H -0.10 1.20 2.85
H 0.62 -0.40 2.95
H 1.71 0.94 2.84
H 1.97 0.26 0.79
H 0.69 1.40 0.53
H 0.75 -0.68 -1.94
H 0.19 -1.49 -0.09
*
```

Computed properties:
- HOMO-LUMO gap (spin up / spin down) (eV) = 7.35 / 6.92
- molecular weight (g mol⁻¹) = 115.2
- relative energy (zero: lowest compared OMol25 entry of this formula, charge and spin) (eV) = 5.1175
- HOMO energy (spin up / spin down) (eV) = -8.048 / -7.912

# 3
ORCA calculation (the ωB97M-V functional and the def2-TZVPD basis) on one molecule with the formula C5H9NS.

```
! wB97M-V def2-TZVPD RIJCOSX def2/J DEFGRID3
* xyz 0 1
C -3.12 0.01 0.39
C -0.93 1.04 -0.17
C 0.19 -0.01 -0.44
C -0.94 -1.05 -0.15
C 1.36 0.00 0.46
H -2.91 0.01 1.46
H -3.73 -0.88 0.17
H -3.75 0.88 0.16
H -0.96 1.93 -0.84
H -0.89 1.36 0.88
H 0.52 -0.01 -1.47
H -0.99 -1.92 -0.83
H -0.91 -1.35 0.86
H 1.11 0.03 1.57
N -1.93 0.00 -0.42
S 2.92 0.00 0.02
*
```

Computed properties:
- HOMO-LUMO gap (eV) = 8.55
- molecular weight (g mol⁻¹) = 115.2
- SMILES = CN1CC(C=S)C1
- relative energy (zero: lowest compared OMol25 entry of this formula, charge and spin) (eV) = 1.7577
- HOMO energy (eV) = -8.754

# 4
ORCA calculation (the ωB97M-V functional and the def2-TZVPD basis) on one molecule with the formula C5H9NS.

```
! wB97M-V def2-TZVPD RIJCOSX def2/J DEFGRID3
* xyz 0 1
C -0.41 -1.31 0.45
C 0.77 -1.39 -0.44
C -2.35 0.56 0.15
C 1.67 0.91 0.02
C 1.69 -0.45 -0.60
N -3.51 1.04 -0.22
S -1.99 -1.00 -0.47
H -0.56 -2.26 0.96
H -0.35 -0.49 1.17
H 0.86 -2.32 -0.99
H 1.97 1.66 -0.72
H 2.39 0.97 0.84
H 0.69 1.17 0.39
H 2.53 -0.64 -1.25
H -3.79 1.95 0.13
H -4.19 0.58 -0.83
*
```

Computed properties:
- HOMO-LUMO gap (eV) = 9.03
- molecular weight (g mol⁻¹) = 115.2
- relative energy (zero: lowest compared OMol25 entry of this formula, charge and spin) (eV) = 1.9227
- HOMO energy (eV) = -8.234

# 5
ORCA calculation (the ωB97M-V functional and the def2-TZVPD basis) on one molecule with the formula C5H9NS.

```
! wB97M-V def2-TZVPD RIJCOSX def2/J DEFGRID3
* xyz 0 1
C 0.65 0.03 0.03
C -0.36 1.04 -0.56
C -1.73 0.47 -0.08
C 0.10 -1.25 -0.38
C 1.60 -1.11 -0.35
H -0.01 0.38 1.95
H 1.45 1.03 1.72
H -0.29 2.07 -0.19
H -0.30 0.87 -1.65
H -2.45 0.55 -0.90
H -2.15 1.02 0.77
H -0.21 -1.30 -1.41
H 1.99 -1.17 -1.37
H 2.29 -1.52 0.40
N 0.88 0.23 1.48
S -1.44 -1.35 0.53
*
```

Computed properties:
- HOMO-LUMO gap (eV) = 9.43
- molecular weight (g mol⁻¹) = 115.2
- SMILES = N[C@]12CCS[C@@H]1C2
- relative energy (zero: lowest compared OMol25 entry of this formula, charge and spin) (eV) = 3.0112
- HOMO energy (eV) = -8.503

# 6
ORCA calculation (the ωB97M-V functional and the def2-TZVPD basis) on a 2-piece molecular cluster, C5H9NS2 overall.

```
! wB97M-V def2-TZVPD RIJCOSX def2/J DEFGRID3
* xyz 0 1
C -2.56 0.00 0.08
C 0.14 -1.32 -0.91
C 0.65 -0.15 -0.14
C 0.79 -0.04 1.44
C 1.73 0.68 -0.74
N -0.55 -0.09 -0.91
S -2.86 -1.45 0.49
S -2.61 1.60 -0.11
H 0.64 -1.60 -1.77
H -0.27 -2.21 -0.48
H 0.88 1.00 1.67
H 1.66 -0.53 1.97
H -0.09 -0.62 1.89
H 1.94 0.74 -1.89
H 2.75 0.35 -0.47
H 1.65 1.59 -0.35
H -3.89 2.05 0.24
*
```

Computed properties:
- HOMO-LUMO gap (spin up / spin down) (eV) = 7.07 / 7.83
- molecular weight (g mol⁻¹) = 147.3
- relative energy (zero: lowest compared OMol25 entry of this formula, charge and spin) (eV) = 5.5030
- HOMO energy (spin up / spin down) (eV) = -7.334 / -8.107

# 7
ORCA calculation (the ωB97M-V functional and the def2-TZVPD basis) on one molecule with the formula C5H9NS2.

```
! wB97M-V def2-TZVPD RIJCOSX def2/J DEFGRID3
* xyz 0 1
C 2.56 1.42 -1.77
C 0.47 -0.45 -0.79
C -0.02 -1.09 0.42
C -0.90 -0.17 1.14
C -2.30 -0.24 0.81
H 3.36 1.97 -1.29
H 3.23 0.49 -2.40
H 1.78 2.00 -2.32
H 0.88 -1.37 1.06
H -0.48 -2.06 0.29
H -0.48 0.65 1.75
H -2.78 0.79 0.90
H -2.63 -0.69 -0.06
H -2.21 -0.59 2.80
N -1.89 -1.01 1.90
S 1.80 0.60 -0.23
S -0.39 -0.25 -2.20
*
```

Computed properties:
- HOMO-LUMO gap (eV) = 8.31
- molecular weight (g mol⁻¹) = 147.3
- SMILES = CSC(=S)C[C@H]1CN1
- relative energy (zero: lowest compared OMol25 entry of this formula, charge and spin) (eV) = 3.1384
- HOMO energy (eV) = -8.593

# 8
ORCA calculation (the ωB97M-V functional and the def2-TZVPD basis) on one molecule with the formula C5H9NS2.

```
! wB97M-V def2-TZVPD RIJCOSX def2/J DEFGRID3
* xyz 0 1
C 1.41 -0.84 0.74
C 0.11 -1.23 0.19
C -0.85 -1.19 -1.01
C -0.97 0.61 1.08
C 0.35 0.27 0.72
H 2.99 0.02 0.04
H 2.02 -0.78 -1.35
H 1.75 -1.53 1.64
H -0.56 -1.63 0.97
H -0.34 -0.82 -1.86
H -1.29 -2.20 -1.04
H -1.27 1.62 1.36
H -1.18 0.16 2.00
H -0.32 1.24 -0.91
N 2.44 -0.80 -0.21
S -2.16 0.03 -0.17
S 0.97 1.45 -0.45
*
```

Computed properties:
- HOMO-LUMO gap (eV) = 8.41
- molecular weight (g mol⁻¹) = 147.3
- SMILES = N[C@@H]1[C@@H]2CSC[C@@]12S
- relative energy (zero: lowest compared OMol25 entry of this formula, charge and spin) (eV) = 5.3136
- HOMO energy (eV) = -7.896

relative energy (zero: lowest compared OMol25 entry of this formula, charge and spin) of number 1 (C5H9NS)? 2.0196 eV